DFT (wB97M-V/def2-TZVPD) results for one molecule with the formula C2H2ClF2P at a distorted geometry.

The value obtained for the electronic energy is -1078.4469 Ha. As for the frontier orbital gap (spin up / spin down): 6.560 / 7.596 eV. Its energy relative to the best compared isomer or geometry (same formula, charge and spin) is 0.305 eV. As for the net charge: 0. For the LUMO energy (spin up / spin down), the calculation gives -0.0163 / -0.0660 hartree. As for the spin multiplicity: 3. Its expectation value of S² is 2.0169.

XYZ file:
```
8
Properties=species:S:1:pos:R:3:forces:R:3:nbo_charge:R:1
C -1.2639 2.7940 0.1731 -0.4 -1.8 -1.6 -0.446
C -0.5277 -0.9109 0.7151 1.5 -2.4 0.1 0.441
F -1.5766 -1.7658 0.5320 0.7 0.7 0.4 -0.345
F 0.3963 -1.1896 -0.2668 -0.6 0.3 0.1 -0.362
P -1.0356 1.1698 0.3344 0.6 1.0 2.3 0.387
Cl -0.8302 4.1893 0.7369 0.4 2.4 1.1 0.195
H 0.0623 -1.0731 1.6837 -1.4 0.3 -0.9 0.148
H -1.4360 0.8297 -0.8953 -0.8 -0.6 -1.7 -0.019
```
Positions in Å, forces in eV/Å.